1.
# C3H9NO2S

A cluster of 2 separate species, C3H9NO2S in total (ωB97M-V/def2-TZVPD, the Open Molecules 2025 dataset).

Positions of all 16 atoms, in Å:
C (-0.5615, 1.8491, 0.3205)
C (1.7405, -1.6805, -0.4552)
C (-0.1319, 0.5661, -0.4102)
N (-1.4052, -0.8253, 0.4842)
O (2.4536, 0.9203, -0.5204)
O (1.4680, -0.0207, 1.6149)
S (1.5359, 0.0382, 0.1680)
H (-0.1245, 1.6257, 1.3307)
H (-1.6455, 2.0118, 0.2855)
H (-0.0919, 2.6577, -0.2307)
H (2.6921, -1.8026, -0.0005)
H (1.0596, -2.4682, -0.1300)
H (1.7283, -1.8863, -1.4863)
H (-0.5481, 0.5231, -1.5254)
H (-2.1985, -0.2844, 0.8308)
H (-0.8666, -0.8514, 1.3567)

Computed properties:
- LUMO energy (eV) = 0.555
- molecular weight (g/mol) = 123.2
- gap between HOMO and LUMO (Ha) = 0.3771
- E (a.u.) = -722.9917
- energy above the lowest of the compared OMol25 structures with the same formula, charge and spin (kJ/mol) = 463.85

Atomic partial charges in e from the Löwdin method, atoms 1 to 8:
1. C -0.146
2. C -0.118
3. C -0.246
4. N 0.019
5. O -0.317
6. O -0.328
7. S 0.626
8. H 0.079



2.
# C9H8N2O

The molecule C9H8N2O (ωB97M-V/def2-TZVPD, the Open Molecules 2025 dataset).

Positions of all 20 atoms, in Å:
C (1.0826, 1.1469, -0.0360)
C (2.4477, 1.1048, 0.0865)
C (3.1443, -0.1080, 0.1296)
C (2.4561, -1.2704, -0.0609)
C (1.0546, -1.2779, -0.2015)
C (0.3499, -0.0164, -0.2185)
C (-1.1403, -0.0310, -0.1457)
C (-1.9657, -1.0821, 0.0353)
C (-3.1420, 0.7412, -0.1574)
H (-0.5056, 2.1138, -0.1470)
H (2.9458, 2.0418, 0.2758)
H (4.2785, -0.1036, 0.1169)
H (2.9560, -2.3118, -0.0103)
H (0.4699, -2.1729, -0.2209)
H (-1.8283, -2.1313, 0.1773)
H (-4.1111, -1.0079, 0.3535)
H (-3.8626, 1.5084, -0.1396)
N (-3.2200, -0.5432, 0.2654)
N (-1.8240, 1.0732, -0.1269)
O (0.4140, 2.3264, 0.0243)

Computed properties:
- LUMO energy (eV) = 0.586
- molecular weight (g/mol) = 160.2
- gap between HOMO and LUMO (Ha) = 0.3171
- E (a.u.) = -532.4900
- energy above the lowest of the compared OMol25 structures with the same formula, charge and spin (kJ/mol) = 96.49
- SMILES = Oc1ccccc1-c1c[nH]cn1

Atomic partial charges in e from the Löwdin method, atoms 1 to 8:
1. C -0.293
2. C -0.021
3. C -0.106
4. C -0.130
5. C -0.015
6. C -0.073
7. C -0.282
8. C -0.042



3.
# C5H12NO2S

A cluster of 2 separate species, C5H12NO2S in total (ωB97M-V/def2-TZVPD, the Open Molecules 2025 dataset).

Positions of all 21 atoms, in Å:
C (-0.7354, -0.6192, -1.0290)
C (0.6510, -3.0942, -3.0622)
C (0.9163, 2.3011, 2.8596)
C (-0.6828, -2.7771, -2.2619)
C (0.6596, 3.4589, 1.8756)
N (-0.5620, -1.6051, -1.5740)
O (0.0262, 1.5176, 0.1782)
O (-1.7440, 3.0634, 0.5469)
S (-0.1426, 2.9895, 0.2317)
H (-1.9608, 3.8062, 1.2426)
H (-0.4670, 0.3008, -0.3469)
H (0.2918, -3.0807, -4.0168)
H (1.4175, -2.2746, -3.0472)
H (1.0819, -4.0997, -2.9392)
H (0.1257, 1.7513, 3.3140)
H (1.8209, 1.6953, 2.5314)
H (1.3035, 2.8029, 3.8294)
H (-0.8767, -3.4988, -1.5450)
H (-1.5150, -2.6540, -2.9189)
H (1.5845, 3.9018, 1.5736)
H (0.1633, 4.2019, 2.3868)

Computed properties:
- LUMO energy (eV) = -3.371
- molecular weight (g/mol) = 150.2
- net charge = +1
- gap between HOMO and LUMO (Ha) = 0.3679
- E (a.u.) = -800.7709
- energy above the lowest of the compared OMol25 structures with the same formula, charge and spin (kJ/mol) = 360.55

Atomic partial charges in e from the Löwdin method, atoms 1 to 8:
1. C 0.311
2. C -0.014
3. C -0.126
4. C -0.169
5. C -0.325
6. N 0.095
7. O -0.518
8. O -0.316



4.
# C5H9NO

The molecule C5H9NO (ωB97M-V/def2-TZVPD, the Open Molecules 2025 dataset).

Positions of all 16 atoms, in Å:
C (-0.0597, -1.6306, 0.0592)
C (-2.1324, 0.7494, -0.1211)
C (1.5976, 0.2706, 0.0251)
C (0.2213, -0.1666, 0.2143)
C (-0.6718, 0.8565, 0.1602)
O (1.5887, 1.6490, -0.1980)
N (2.6950, -0.3424, -0.1165)
H (2.4898, 1.9654, -0.0228)
H (2.6229, -1.3515, -0.0618)
H (-0.4191, 1.8368, 0.5503)
H (-1.0850, -1.8886, 0.3131)
H (0.5892, -2.2167, 0.7134)
H (0.1220, -1.9624, -0.9663)
H (-2.5254, -0.2579, -0.0025)
H (-2.6774, 1.3833, 0.5801)
H (-2.3557, 1.1058, -1.1266)

Computed properties:
- LUMO energy (eV) = 0.897
- molecular weight (g/mol) = 99.1
- gap between HOMO and LUMO (Ha) = 0.3660
- E (a.u.) = -325.8787
- energy above the lowest of the compared OMol25 structures with the same formula, charge and spin (kJ/mol) = 154.52
- SMILES = [H]/N=C(O)\C(C)=C\C

Atomic partial charges in e from the Löwdin method, atoms 1 to 8:
1. C -0.050
2. C -0.077
3. C -0.451
4. C -0.226
5. C -0.077
6. O -0.007
7. N 0.154
8. H 0.111



5.
# CH4IPS2

A structure of composition CH4IPS2 (ωB97M-V/def2-TZVPD, the Open Molecules 2025 dataset).

Positions of all 9 atoms, in Å:
C (2.2306, 0.5030, -0.0508)
P (1.0466, 3.2961, 0.4954)
S (-0.9336, -0.0368, 0.6474)
S (2.5332, 1.8951, 0.7701)
I (3.5923, -1.0320, -0.1205)
H (1.1929, 0.2253, -0.3554)
H (-2.2935, -0.0094, 0.6455)
H (0.0655, 2.2972, 0.2339)
H (-0.8903, -0.2825, -0.6704)

Computed properties:
- LUMO energy (alpha / beta) (eV) = 0.268 / -1.706
- molecular weight (g/mol) = 238.1
- gap between HOMO and LUMO (alpha / beta) (Ha) = 0.2635 / 0.2939
- E (a.u.) = -1475.7950
- 2S+1 = 3
- energy above the lowest of the compared OMol25 structures with the same formula, charge and spin (kJ/mol) = 23.51

Atomic partial charges in e from the Löwdin method, atoms 1 to 8:
1. C -1.282
2. P 0.440
3. S 0.514
4. S 0.290
5. I 0.785
6. H -0.115
7. H -0.183
8. H -0.273



6.
# C3H7O3S

A cluster of 2 separate species, C3H7O3S in total (ωB97M-V/def2-TZVPD, the Open Molecules 2025 dataset).

Positions of all 14 atoms, in Å:
C (-0.8874, 1.3046, 0.7576)
C (0.5346, -0.8404, -1.1199)
C (-0.3441, -0.0473, 1.2681)
O (3.0405, -1.4066, -0.4572)
O (1.1251, -3.1123, -0.1387)
O (-1.1424, -0.9607, 1.5462)
S (1.8779, -1.9570, -1.1879)
H (-1.3123, 1.1131, -0.2591)
H (-1.5908, 1.8527, 1.4009)
H (-0.1345, 2.1206, 0.5599)
H (0.8258, 0.0400, -1.6432)
H (-0.1419, -1.2783, -1.8124)
H (0.6984, -0.3265, 1.1602)
H (0.3994, -2.4670, 0.1736)

Computed properties:
- LUMO energy (eV) = 3.900
- molecular weight (g/mol) = 123.2
- net charge = -1
- gap between HOMO and LUMO (Ha) = 0.2545
- E (a.u.) = -742.3548
- energy above the lowest of the compared OMol25 structures with the same formula, charge and spin (kJ/mol) = 342.38

Atomic partial charges in e from the Löwdin method, atoms 1 to 8:
1. C -0.094
2. C -0.423
3. C -0.339
4. O -0.580
5. O -0.406
6. O -0.075
7. S 0.700
8. H 0.071